a:
Formula: C24H48O24
Source: the Open Molecules 2025 dataset
Level of theory: wB97M-V/def2-TZVPD

Summary:
Spin multiplicity: 1
SMILES: COC(=O)OC.COC(=O)OC.COC(=O)OC.COC(=O)OC.COC(=O)OC.COC(=O)OC.COC(=O)OC.COC(=O)OC
HOMO energy (eV): -10.42
Kohn-Sham gap (eV): 10.8
Molar mass (g/mol): 720.62

Cartesian coordinates (Å):
C1 0.03729 -2.08448 -6.34330
O1 0.83056 -2.29199 -7.45150
C2 0.40984 -3.20416 -8.41312
O2 -0.62177 -3.80403 -8.39337
O3 1.42624 -3.59595 -9.19389
C3 1.33559 -4.88112 -9.95572
H1 -0.87561 -1.52053 -6.53484
H2 0.72384 -1.59813 -5.65035
H3 -0.18152 -3.03276 -5.85240
H4 1.72824 -5.63201 -9.27009
H5 2.04835 -4.71285 -10.76303
H6 0.40505 -5.20707 -10.42043
C4 -8.53382 -1.77114 0.62170
O4 -9.27963 -2.83901 1.17924
C5 -10.35214 -3.21905 0.55907
O5 -10.77904 -2.66745 -0.45974
O6 -11.03809 -4.13888 1.18695
C6 -12.46407 -4.30168 0.90331
H7 -7.56586 -1.75064 1.12245
H8 -8.94421 -0.76199 0.65788
H9 -8.10514 -1.98454 -0.35748
H10 -12.67346 -4.68956 -0.09358
H11 -13.01578 -3.36661 1.00009
H12 -12.87415 -4.98559 1.64641
C7 -0.50705 17.81268 3.60017
O7 -0.92224 16.50413 2.95636
C8 -1.21458 15.43914 3.62643
O8 -0.83871 15.13010 4.76536
O9 -1.95303 14.67412 2.89520
C9 -2.32162 13.40869 3.35721
H13 0.56657 17.98666 3.52822
H14 -0.65106 17.59498 4.65845
H15 -1.14012 18.69346 3.49270
H16 -3.07844 13.01349 2.67961
H17 -2.64240 13.36128 4.39786
H18 -1.55186 12.64317 3.25949
C10 4.53981 7.34324 -1.66079
O10 4.83420 6.24486 -2.57437
C11 5.83204 5.47383 -2.28930
O11 6.69931 5.54446 -1.35784
O12 5.66259 4.52284 -3.20119
C12 6.61718 3.53808 -3.41157
H19 3.47165 7.54819 -1.58921
H20 5.14831 8.23351 -1.81964
H21 4.64615 7.10267 -0.60300
H22 6.63874 3.00776 -2.45952
H23 7.64868 3.88580 -3.46811
H24 6.27068 2.74545 -4.07472
C13 1.73206 -0.75264 1.53284
O13 1.67695 0.50730 0.91895
C14 0.58154 1.32641 0.99656
O14 -0.51561 1.11431 1.52611
O15 0.82488 2.41132 0.26282
C15 -0.29226 3.31551 0.06794
H25 1.32224 -0.69229 2.54106
H26 2.77921 -1.05499 1.54535
H27 1.11790 -1.47536 0.99563
H28 -0.41430 3.98122 0.92236
H29 -1.26800 2.83553 -0.00714
H30 -0.05996 3.98372 -0.76130
C16 5.97322 -10.62568 -5.38738
O16 5.46043 -9.33366 -5.39304
C17 5.78860 -8.48795 -4.41415
O17 6.34687 -8.74700 -3.33050
O18 5.37270 -7.32088 -4.82013
C18 5.37842 -6.18186 -3.95366
H31 7.05770 -10.57540 -5.48476
H32 5.61026 -11.18022 -6.25274
H33 5.69588 -11.10337 -4.44770
H34 4.40751 -6.10953 -3.46356
H35 5.56565 -5.32433 -4.59995
H36 6.16928 -6.23895 -3.20574
C19 -3.73453 -7.70719 -2.34509
O19 -4.25080 -7.32570 -1.08566
C20 -3.42707 -6.56703 -0.31737
O20 -2.47075 -5.91603 -0.69821
O21 -3.86829 -6.68305 0.94641
C21 -3.36773 -5.76466 1.97063
H37 -2.92080 -8.41765 -2.19953
H38 -3.52616 -6.79833 -2.90958
H39 -4.43900 -8.36466 -2.85454
H40 -4.16919 -5.11724 2.32645
H41 -2.52566 -5.16152 1.63116
H42 -2.88471 -6.20005 2.84541
C22 0.62652 -1.76921 9.93878
O22 1.70628 -1.18520 10.62261
C23 2.75411 -0.75063 10.05027
O23 3.10180 -0.93614 8.89069
O24 3.30083 0.00884 10.93920
C24 4.58691 0.64719 10.69892
H43 0.93298 -2.74783 9.56929
H44 0.21515 -1.31811 9.03580
H45 -0.13418 -1.98970 10.68766
H46 5.35166 -0.12071 10.58235
H47 4.91392 1.16775 11.59902
H48 4.52250 1.33427 9.85519



b:
Formula: C24H48O24
Source: the Open Molecules 2025 dataset
Level of theory: wB97M-V/def2-TZVPD

Summary:
Spin multiplicity: 1
SMILES: COC(=O)OC.COC(=O)OC.COC(=O)OC.COC(=O)OC.COC(=O)OC.COC(=O)OC.COC(=O)OC.COC(=O)OC
HOMO energy (eV): -10.15
Kohn-Sham gap (eV): 10.5
Molar mass (g/mol): 720.62

Cartesian coordinates (Å):
C1 -58.52840 -2.76303 5.94185
O1 -57.94536 -1.93938 6.92829
C2 -57.74508 -0.58377 6.78000
O2 -57.56095 -0.17529 5.55810
O3 -57.47846 -0.05116 7.87433
C3 -57.36133 1.36646 7.79805
H1 -57.56134 -3.07026 5.31522
H2 -59.10097 -2.02900 5.13662
H3 -58.96169 -3.61988 6.24852
H4 -56.74151 2.01338 6.97105
H5 -56.72069 1.73169 8.54632
H6 -58.42271 1.67199 7.70493
C4 -59.84251 5.34754 13.23801
O4 -59.14590 6.12316 14.15848
C5 -58.13334 6.91441 13.88766
O5 -57.81097 7.02636 12.70908
O6 -57.49722 7.55429 14.83338
C6 -56.31783 8.26519 14.64722
H7 -60.73382 4.94897 13.77466
H8 -59.39085 4.52532 12.75591
H9 -60.22104 6.02529 12.44251
H10 -55.54290 7.70549 13.91235
H11 -55.60775 8.58627 15.54048
H12 -56.60393 9.23855 14.24625
C7 -66.52435 3.90682 5.81622
O7 -65.13663 3.81911 6.39131
C8 -65.10446 3.11872 7.63100
O8 -66.04865 2.56019 8.14036
O9 -63.89215 3.12871 8.10114
C9 -63.52949 2.53465 9.29843
H13 -66.58552 4.86452 5.16135
H14 -67.38028 4.17937 6.40962
H15 -66.88862 3.12457 5.16176
H16 -64.20048 2.75130 10.13207
H17 -62.51497 2.79693 9.83680
H18 -63.63130 1.45927 9.15541
C10 -58.93124 2.29321 4.22903
O10 -58.42018 2.95340 5.39620
C11 -58.17295 4.19529 5.39540
O11 -58.26813 4.87162 4.43000
O12 -57.68924 4.62418 6.58015
C12 -57.22061 5.94856 6.74565
H19 -59.65924 1.41191 4.49080
H20 -58.07902 1.81418 3.64344
H21 -59.34008 3.05171 3.59187
H22 -56.54939 6.24952 5.97677
H23 -56.67600 6.03220 7.76497
H24 -58.06364 6.58056 6.74318
C13 -53.94807 2.76463 9.88228
O13 -52.82351 3.51460 9.36534
C14 -52.83829 4.80046 9.15348
O14 -53.84072 5.38812 8.82984
O15 -51.57209 5.49296 9.22058
C15 -51.44473 6.87784 9.07459
H25 -53.74284 1.71830 9.86848
H26 -54.89387 2.97491 9.29267
H27 -54.35144 3.24352 10.82378
H28 -51.14188 7.08154 10.09347
H29 -52.46893 7.45094 8.65422
H30 -50.59115 7.03000 8.53581
C16 -57.80557 4.12473 10.10912
O16 -59.17886 3.92542 9.72516
C17 -59.91994 4.87282 9.26455
O17 -59.45378 6.04004 9.24044
O18 -61.07275 4.44478 8.91753
C18 -61.83039 5.44240 8.31682
H31 -57.86440 4.50063 11.22579
H32 -57.25451 4.92021 9.48962
H33 -57.09063 3.31773 10.24905
H34 -62.58188 5.95632 8.98401
H35 -62.35379 4.92024 7.55092
H36 -61.46761 6.36972 7.78929
C19 -63.07560 11.32631 11.47273
O19 -62.05235 10.38272 11.64556
C20 -60.97967 10.46313 10.95570
O20 -60.77102 11.26952 10.04112
O21 -60.31585 9.38183 11.08181
C21 -59.07512 9.13239 10.41417
H37 -63.07738 12.31423 11.92827
H38 -64.11759 10.90924 11.75321
H39 -63.15333 11.65859 10.42637
H40 -59.11732 9.39065 9.38990
H41 -58.90986 8.15169 10.62110
H42 -58.14977 9.84374 10.83338
C22 -65.26535 7.43989 4.19647
O22 -64.91531 6.18828 3.78862
C23 -63.80428 5.59789 4.15158
O23 -62.94392 6.10063 4.83130
O24 -63.64383 4.34566 3.72560
C24 -62.68373 3.62593 4.25841
H43 -66.41107 7.88598 4.14538
H44 -64.77946 8.07576 3.29858
H45 -64.88475 7.70275 5.11008
H46 -62.65869 3.51447 5.24707
H47 -61.59223 4.00703 3.92334
H48 -62.50580 2.76183 3.66646



Q: Which of them is the least stable? A: b.



a:
Formula: C3H10N2O2S
Source: the Open Molecules 2025 dataset
Level of theory: wB97M-V/def2-TZVPD

Summary:
Spin multiplicity: 1
SMILES: NC(=O)[C@@H](N)CS.O
HOMO energy (eV): -9.05
Kohn-Sham gap (eV): 9.8
Molar mass (g/mol): 138.19

Cartesian coordinates (Å):
N1 -0.82180 1.72453 -1.64064
C1 -0.78625 0.31922 -1.32479
O1 -0.98680 -0.54434 -2.14232
C2 -0.68608 0.07759 0.17381
N2 -1.41035 -1.11779 0.57542
C3 0.69290 0.12363 0.82052
S1 0.71310 0.69306 2.55346
H1 -0.58821 2.45213 -1.00671
H2 -0.62454 1.94958 -2.58756
H3 -1.24645 0.85490 0.68555
H4 -2.39702 -1.04408 0.76201
H5 -1.19017 -2.04925 0.48343
H6 1.41865 0.73148 0.21942
H7 1.21540 -0.84053 0.56477
H8 0.39629 -0.56197 2.96114
O2 2.05141 -1.45505 -1.57513
H9 2.39102 -2.31086 -1.84988
H10 1.17950 -1.36779 -1.93339



b:
Formula: C3H10N2O2S
Source: the Open Molecules 2025 dataset
Level of theory: wB97M-V/def2-TZVPD

Summary:
Spin multiplicity: 1
SMILES: NC(=O)[C@@H](N)CS.O
HOMO energy (eV): -8.86
Kohn-Sham gap (eV): 9.3
Molar mass (g/mol): 138.19

Cartesian coordinates (Å):
N1 -0.09951 -1.40336 1.58466
C1 -0.70659 -0.66451 0.60410
O1 -1.61283 -1.16937 -0.03430
C2 -0.30155 0.77162 0.36823
N2 0.78654 0.73867 -0.64209
C3 -1.49507 1.52341 -0.32835
S1 -1.27798 3.34116 -0.43153
H1 0.74932 -1.09805 2.02390
H2 -0.03613 -2.39090 1.51132
H3 -0.00490 1.38898 1.22162
H4 1.18324 -0.18674 -0.69807
H5 1.51245 1.43549 -0.52966
H6 -2.41263 1.30949 0.21619
H7 -1.53898 1.07811 -1.31083
H8 -1.00837 3.44197 0.89960
O2 1.93594 -2.48937 -1.24745
H9 1.72967 -2.43879 -2.15591
H10 2.59736 -3.18783 -1.05142



Q: Which of them is the least stable? A: a.



a:
Formula: H29O14
Source: the Open Molecules 2025 dataset
Level of theory: wB97M-V/def2-TZVPD

Summary:
Spin multiplicity: 1
HOMO energy (eV): -13.27
Kohn-Sham gap (eV): 10.8
Total charge: +1
Molar mass (g/mol): 253.22

Cartesian coordinates (Å):
O1 1.51944 -3.08628 -1.64093
H1 -1.66394 1.60912 -2.35074
O2 3.95313 -1.96425 -0.67298
H2 4.66834 -2.68344 -0.78985
H3 -0.87247 -0.00868 -1.69735
O3 -2.82883 3.18473 -1.75663
H4 1.18552 0.26454 5.18572
H5 -3.27736 3.25121 -0.97749
O4 -0.33475 -2.27850 2.53551
H6 0.41341 -1.72163 2.87318
H7 -0.33168 -2.85288 3.28838
O5 0.07267 4.61127 -0.89424
H8 -0.19428 4.71860 -0.01501
H9 0.52410 5.19660 -1.31889
O6 -0.71761 -2.17485 0.15491
H10 -0.09899 -0.90738 -0.28642
H11 -0.96293 -2.27455 1.01353
O7 -4.02185 -1.09606 -2.54629
H12 -4.61800 -0.39753 -2.34067
H13 -4.10097 -1.84384 -2.01803
O8 1.59066 -1.37309 0.70413
H14 2.41982 -1.41884 1.23400
H15 1.95843 -1.77830 -0.09373
O9 0.70066 1.74250 -2.06280
H16 1.53751 1.82789 -2.65109
H17 0.97778 -3.72691 -2.19009
O10 -1.73869 0.66477 -2.51916
H18 -2.99414 -0.11659 2.92316
H19 -2.09225 3.86533 -1.82673
O11 1.59515 -0.44179 4.57412
H20 -0.24855 -2.67951 -0.30282
H21 2.80964 0.82741 2.46233
O12 2.19620 1.49975 2.68187
H22 0.65778 2.59317 -1.60474
H23 2.67821 2.17068 2.83620
O13 -3.02532 0.39848 2.34444
H24 4.15570 -1.60968 -1.65299
H25 -3.72630 0.96937 2.26613
O14 0.10034 -0.52050 -1.23177
H26 -2.81288 0.47317 -2.73667
H27 0.39624 0.39663 -0.78236
H28 2.42791 -3.34897 -2.13783
H29 2.12319 0.03881 4.02068



b:
Formula: H29O14
Source: the Open Molecules 2025 dataset
Level of theory: wB97M-V/def2-TZVPD

Summary:
Spin multiplicity: 1
HOMO energy (eV): -13.14
Kohn-Sham gap (eV): 10.1
Total charge: +1
Molar mass (g/mol): 253.22

Cartesian coordinates (Å):
O1 -1.40743 -0.93893 2.17567
H1 -1.19199 -0.95572 1.21357
O2 -2.28386 3.08263 -0.24579
H2 -2.91166 3.67940 -0.66002
H3 -1.64745 2.89279 -0.92245
O3 2.71413 -3.51410 1.33416
H4 -1.02694 0.11197 2.13727
H5 3.59136 -3.75990 1.02085
O4 -0.85093 -1.22067 -3.70240
H6 -1.04782 -0.94646 -4.59488
H7 -1.50865 -1.81973 -3.32892
O5 0.99264 0.25745 -2.39163
H8 1.03346 -0.67566 -2.14923
H9 0.86095 0.33970 -3.33253
O6 -3.28778 -2.28918 -2.02219
H10 -4.01026 -2.87594 -2.26430
H11 -3.54096 -1.39654 -2.28846
O7 1.93923 3.12506 -2.09078
H12 1.73782 2.17740 -2.17740
H13 1.54051 3.45537 -2.89507
O8 -0.52199 -2.72279 -0.53592
H14 -0.43512 -3.61357 -0.18660
H15 -1.37659 -2.91172 -0.95562
O9 4.99281 -0.95926 -1.20974
H16 4.94950 -1.80638 -0.73756
H17 5.24953 -0.37918 -0.47688
O10 0.28157 3.47841 0.78184
H18 0.74924 3.79031 0.01013
H19 -0.04326 4.11353 1.42398
O11 0.08600 0.61596 1.14847
H20 2.09764 -3.74578 0.64430
H21 2.78522 -1.39280 1.21586
O12 2.37063 -0.78304 0.60594
H22 2.72241 -0.12165 0.01319
H23 0.73278 -0.09139 0.95836
O13 -3.83835 0.04706 1.78009
H24 -4.49155 -0.13131 2.44905
H25 -3.89692 -0.32620 0.89664
O14 -0.88849 2.09832 4.84562
H26 -0.13877 1.53694 4.62466
H27 -0.87024 2.88602 4.28901
H28 -2.40428 -0.79649 2.29517
H29 -0.12419 0.93071 0.22208



Q: Which of them is the least stable? A: a.